No. 1
C2H3N2O2P | ωB97M-V with the def2-TZVPD basis set

Cartesian coordinates (Å):
C1 -1.07699 -0.39215 0.08820
C2 1.34228 -0.47953 -0.08112
N1 0.15447 -1.13095 -0.10945
N2 -0.76523 0.89852 0.05276
O1 -2.12129 -0.98477 0.16648
O2 2.45802 -0.92292 -0.10518
P1 0.86551 1.33023 0.26543
H1 -0.01514 -2.09228 0.12899
H2 -1.74500 1.67779 0.61116
H3 0.90337 2.09607 -1.01726

Computed properties:
Net charge   0
Relative energy (zero: lowest compared OMol25 entry of this formula, charge and spin)   33.5 kcal/mol
Calculated total energy   -679.330926 Eh


No. 2
C2H3N2O2S | ωB97M-V with the def2-TZVPD basis set

Cartesian coordinates (Å):
C1 0.87296 1.96606 0.91847
C2 1.06827 0.60345 0.78052
N1 0.70224 3.13835 0.95722
N2 0.03556 -0.30176 0.91977
O1 -2.73396 -1.33599 -1.84749
O2 -0.30360 -1.76481 -1.15083
S1 -1.27916 -1.09942 -2.12305
H1 2.07248 0.27288 0.53161
H2 0.38870 -1.30739 0.59343
H3 -0.82348 -0.17138 0.42035

Computed properties:
Net charge   -1
Relative energy (zero: lowest compared OMol25 entry of this formula, charge and spin)   28.4 kcal/mol
Calculated total energy   -736.177896 Eh